(1)
{
  "formula": "ClHNO2P",
  "method": "the ωB97M-V functional and the def2-TZVPD basis",
  "orbital_gap_ev": [8.856, 7.032],
  "total_charge": 0,
  "homo_energy_ev": [-10.27, -8.72],
  "elements": ["N", "O", "O", "P", "Cl", "H"],
  "coordinates": [[-1.2113, -0.0230, -0.0185], [-1.1855, 0.9040, -0.7580], [-2.0550, -0.5143, 0.6505], [1.4791, -0.5971, 0.6042], [1.9350, 1.2357, 0.1116], [1.0377, -1.0053, -0.5898]],
  "atomic_forces_ev_per_a": [[0.89, 0.03, 0.46], [-0.24, 0.08, -0.18], [-0.40, -0.12, -0.02], [-0.36, -0.97, 2.21], [0.48, 1.60, -0.52], [-0.35, -0.62, -1.94]],
  "lowdin_charge": [-0.33, 0.04, 0.08, 0.35, 0.10, -0.24]
}

---

(2)
{
  "formula": "C4H38N2O15",
  "method": "the ωB97M-V functional and the def2-TZVPD basis",
  "orbital_gap_ev": 9.805,
  "total_charge": 0,
  "homo_energy_ev": -9.76,
  "elements": ["C", "N", "C", "N", "O", "C", "C", "H", "H", "H", "H", "H", "H", "H", "H", "H", "H", "H", "H", "O", "H", "H", "O", "H", "H", "O", "H", "H", "O", "H", "H", "O", "H", "H", "O", "H", "H", "O", "H", "H", "O", "H", "H", "O", "H", "H", "O", "H", "H", "O", "H", "H", "O", "H", "H", "O", "H", "H", "O"],
  "coordinates": [[0.1922, 0.4955, 0.5106], [1.6102, 0.9189, 0.3881], [2.5423, -0.1044, 0.4131], [2.2348, -1.1919, 1.2119], [3.6116, -0.0257, -0.1727], [-0.4443, -0.2269, -0.6913], [-0.2319, 0.5608, -1.9827], [-0.3429, 1.4403, 0.6702], [0.0809, -0.1479, 1.3814], [1.6483, 1.6660, -0.2971], [1.2746, -1.5137, 1.2760], [2.9334, -1.9124, 1.1486], [0.0193, -1.2056, -0.7984], [-1.4864, -0.2709, -0.4157], [0.7409, 1.0520, -2.0073], [-0.2728, -0.0907, -2.8534], [-0.9759, 1.3585, -2.0596], [1.9201, 0.5677, 3.6843], [1.1769, -0.6999, 3.1467], [1.1225, 0.0332, 3.7804], [-0.9163, -2.8498, 2.3844], [0.0448, -3.2663, 1.3800], [-0.2912, -2.4179, 1.7767], [-1.6627, 3.7380, 1.2112], [-2.3187, 2.4266, 0.8389], [-2.2179, 3.3606, 0.5154], [-0.5387, 0.5745, 3.7091], [-0.8140, 2.0216, 4.0657], [-1.2827, 1.2256, 3.7844], [-0.2687, -3.8615, -0.4748], [1.2420, -3.7943, -0.6052], [0.5413, -4.1378, -0.0272], [2.5701, 3.0855, 2.1702], [1.8233, 1.7860, 1.9310], [2.1079, 2.3861, 2.6467], [0.8320, -3.4439, -2.5287], [2.4150, -3.2004, -2.5908], [1.6665, -3.4123, -2.0226], [-2.0832, 4.2809, -2.2311], [-1.4081, 4.1262, -0.9036], [-1.2567, 4.4976, -1.7900], [4.0166, 0.9335, -1.9297], [3.3488, 2.0444, -2.8227], [3.4008, 1.1061, -2.6500], [-3.0968, -1.0697, 0.1687], [-2.4250, -1.9915, 1.1651], [-3.2761, -1.8237, 0.7390], [-3.2330, -2.8437, -0.9392], [-3.4084, -3.7017, -2.2178], [-2.7379, -3.3339, -1.6272], [-1.1018, -3.1553, -4.2079], [-1.2881, -3.2376, -2.6466], [-0.6520, -3.3244, -3.3839], [0.9555, 4.3865, -2.3552], [0.9616, 5.0422, -1.0382], [1.4742, 4.3941, -1.5418], [-3.5965, 1.0303, 1.7119], [-2.2168, 0.8492, 2.4381], [-2.6627, 0.8673, 1.5647]],
  "atomic_forces_ev_per_a": [[-0.18, 0.64, 0.06], [-1.84, -1.09, 0.15], [0.96, 0.14, -0.94], [-0.13, 0.42, -0.21], [0.02, -0.04, 0.60], [1.39, 0.89, 0.03], [-0.28, 0.22, 0.08], [-0.08, -0.39, 0.15], [-0.18, 0.50, 0.07], [1.03, -0.40, -0.21], [0.37, -0.04, -0.06], [0.01, -0.09, -0.10], [-0.26, -0.29, 0.11], [-0.27, -0.40, -0.21], [0.10, -0.19, -0.06], [-0.17, 0.07, -0.09], [0.00, -0.07, -0.18], [-0.02, 0.09, -0.19], [0.47, 0.27, 0.27], [-0.32, -0.68, 0.11], [0.12, 0.77, 0.37], [0.54, 0.67, -0.75], [-0.94, -1.46, 0.71], [-0.16, 0.16, -0.07], [-0.06, 0.37, -0.33], [0.30, -0.44, 0.66], [-0.17, 0.62, 0.29], [-0.16, -0.04, -0.13], [0.43, -0.48, 0.12], [0.01, -0.22, 0.01], [0.36, -0.03, -0.25], [-1.04, -0.41, 1.21], [0.07, -0.06, 0.19], [0.08, 0.09, -0.11], [-0.01, 0.32, 0.23], [0.49, 0.16, -0.61], [-0.37, 0.06, -0.05], [0.75, 0.29, -0.46], [0.00, 0.15, -0.13], [-0.05, -0.18, -0.08], [-0.17, 0.04, -0.14], [-0.20, 0.21, 0.24], [0.27, 0.29, 0.19], [-0.31, -0.39, -0.55], [0.01, 0.30, 0.34], [0.09, 0.13, -0.11], [-0.23, -0.51, -0.38], [0.41, -0.20, 0.10], [0.15, -0.02, 0.16], [-0.52, 0.06, 0.01], [-0.18, 0.11, -0.14], [-0.27, 0.11, -0.49], [0.25, -0.15, 0.57], [-0.05, -0.28, 0.01], [0.23, -0.18, 0.04], [0.03, 0.29, 0.09], [-0.15, -0.15, 0.28], [-0.07, 0.43, 0.14], [-0.08, 0.01, -0.59]],
  "lowdin_charge": [-0.19, 0.05, -0.56, 0.18, 0.04, -0.20, -0.06, 0.11, 0.07, 0.13, 0.03, 0.12, 0.09, 0.07, 0.05, 0.07, 0.07, 0.04, 0.02, -0.05, 0.08, 0.03, -0.09, 0.06, 0.01, -0.08, 0.02, 0.07, -0.07, 0.03, -0.02, -0.07, 0.05, -0.02, -0.08, 0.01, 0.08, -0.05, 0.04, -0.01, -0.08, 0.01, 0.02, -0.07, 0.02, 0.02, -0.05, 0.03, 0.07, -0.06, 0.06, 0.00, -0.05, 0.02, 0.03, -0.08, 0.07, 0.01, -0.07]
}

---

(3)
{
  "formula": "C24H16AuN5O8S2",
  "method": "the ωB97M-V functional and the def2-TZVPD basis",
  "orbital_gap_ev": 6.903,
  "total_charge": -2,
  "homo_energy_ev": -2.62,
  "elements": ["Au", "O", "C", "C", "C", "C", "C", "C", "C", "O", "N", "O", "O", "H", "H", "H", "H", "N", "C", "C", "C", "C", "C", "C", "S", "O", "O", "N", "C", "S", "C", "C", "N", "H", "H", "H", "H", "H", "H", "H", "H", "O", "C", "N", "C", "O", "C", "C", "C", "C", "C", "C", "H", "H", "H", "H"],
  "coordinates": [[-0.1690, -0.9551, -2.2666], [1.0403, 0.1737, 0.2225], [0.5838, 1.0243, 0.9471], [0.3399, 2.4420, 0.6559], [0.0563, 3.2291, 1.7505], [-0.1520, 4.6015, 1.6354], [-0.1001, 5.2095, 0.3599], [0.1536, 4.4601, -0.7409], [0.3984, 3.0211, -0.6895], [0.6295, 2.3739, -1.7150], [-0.4156, 5.3823, 2.7846], [-0.4523, 4.8375, 3.8913], [-0.6022, 6.5971, 2.6528], [0.3132, 0.7639, 1.9996], [-0.0074, 2.7738, 2.7313], [-0.2718, 6.2744, 0.2857], [0.1879, 4.9086, -1.7266], [2.6775, -1.2480, 4.4258], [2.8020, -1.9222, 3.1963], [1.6656, -2.2397, 2.4544], [1.7803, -2.8914, 1.2435], [3.0333, -3.2526, 0.7609], [4.1656, -2.9510, 1.4963], [4.0527, -2.2939, 2.7134], [3.1395, -4.0293, -0.8360], [4.5535, -4.0276, -1.1785], [2.4948, -5.3159, -0.7398], [2.2563, -3.1014, -1.7671], [2.6940, -1.8963, -2.1190], [4.3489, -1.3303, -2.0757], [3.8467, 0.2207, -2.6562], [2.5183, 0.2306, -2.8608], [1.8722, -0.9506, -2.5797], [1.8469, -0.6755, 4.4691], [3.4881, -0.6891, 4.6469], [0.6894, -1.9258, 2.8055], [0.9019, -3.0736, 0.6396], [5.1354, -3.2111, 1.0935], [4.9428, -2.0410, 3.2796], [4.5371, 1.0359, -2.7860], [1.9272, 1.0764, -3.1702], [-2.9684, -1.8126, -3.9320], [-3.1379, -1.3127, -2.8386], [-2.1827, -0.8993, -1.9413], [-2.7766, -0.3763, -0.8109], [-2.2337, 0.0625, 0.1783], [-4.2702, -0.4570, -1.0009], [-5.3116, -0.0672, -0.1848], [-6.6044, -0.2811, -0.6566], [-6.8275, -0.8647, -1.9023], [-5.7639, -1.2512, -2.7146], [-4.4900, -1.0323, -2.2327], [-5.1189, 0.3870, 0.7784], [-7.4535, 0.0109, -0.0499], [-7.8459, -1.0169, -2.2403], [-5.9172, -1.7043, -3.6855]],
  "atomic_forces_ev_per_a": [[0.06, -0.11, -0.07], [0.08, 0.14, 0.07], [0.00, -0.07, -0.08], [-0.01, -0.01, 0.09], [-0.03, -0.01, -0.11], [-0.02, 0.03, 0.08], [0.00, -0.01, -0.07], [0.00, 0.02, -0.01], [0.04, -0.02, 0.06], [-0.01, 0.04, -0.04], [-0.01, -0.02, -0.01], [0.00, 0.02, 0.01], [0.01, -0.01, 0.01], [0.02, -0.01, 0.01], [0.01, 0.00, 0.01], [0.00, 0.01, 0.01], [0.00, 0.01, 0.00], [0.01, 0.01, 0.05], [-0.02, 0.01, -0.04], [0.00, 0.00, 0.01], [0.03, 0.05, -0.01], [-0.13, 0.00, 0.02], [0.06, -0.01, -0.04], [-0.01, -0.01, -0.01], [0.05, 0.01, -0.06], [-0.01, -0.02, 0.01], [0.00, 0.02, 0.03], [-0.02, -0.17, 0.06], [-0.19, 0.07, -0.07], [0.18, 0.05, -0.01], [-0.06, 0.01, -0.07], [0.11, 0.06, -0.07], [-0.09, -0.06, 0.26], [-0.01, 0.00, -0.01], [0.00, 0.01, -0.01], [-0.01, 0.01, 0.00], [-0.02, -0.02, -0.02], [0.00, -0.01, -0.01], [0.01, 0.00, 0.00], [0.01, 0.01, 0.01], [-0.02, 0.03, 0.04], [0.01, 0.02, 0.03], [-0.04, -0.02, -0.08], [0.04, 0.02, -0.03], [0.00, -0.04, 0.03], [0.01, 0.00, 0.00], [-0.01, 0.03, 0.03], [0.03, -0.02, -0.03], [-0.03, 0.00, 0.00], [-0.02, 0.00, 0.00], [0.04, 0.01, 0.04], [-0.03, -0.02, -0.04], [0.00, 0.01, 0.01], [0.00, 0.00, 0.00], [0.00, 0.00, 0.00], [-0.01, 0.00, -0.01]],
  "lowdin_charge": [0.88, -0.01, -0.26, -0.11, 0.02, -0.20, -0.04, -0.02, -0.39, -0.02, -0.39, -0.01, -0.02, 0.11, 0.11, 0.10, 0.10, 0.08, -0.33, -0.04, -0.05, -0.29, -0.07, -0.05, 0.52, -0.40, -0.34, -0.14, -0.72, 1.01, -0.43, -0.28, -0.16, 0.08, 0.07, 0.11, 0.12, 0.10, 0.10, 0.05, 0.08, 0.03, -0.48, -0.05, -0.45, 0.07, -0.09, -0.01, -0.10, -0.10, -0.02, -0.10, 0.11, 0.09, 0.09, 0.11]
}